ORCA calculation (wB97M-V/def2-TZVPD) on the ion C3H3N4S with charge +1.

Geometry (Å):
C -1.103369 0.742375 0.041362
C 1.284351 0.525583 -0.041810
C -0.473512 -1.389389 0.107788
N -2.146994 0.017362 0.054497
N 2.465471 0.085822 0.114577
N -1.755649 -1.263001 -0.006660
N 0.063477 -0.125065 0.036007
S 3.989890 0.146407 0.057103
H -1.180553 1.766230 0.084326
H 1.279162 1.518217 -0.346559
H -2.422277 -2.024538 -0.100633

Cartesian forces (eV/Å) of the 2 atoms listed first:
-0.31 -2.58 -0.04
-0.83 -3.28 0.35

Summary:
electronic energy = -19942.75604 eV
net charge = +1
LUMO energy (alpha / beta) = -8.097 / -8.053 eV
relative energy (zero: lowest compared OMol25 entry of this formula, charge and spin) = 61.5 kcal/mol
HOMO energy (alpha / beta) = -13.160 / -13.172 eV
gap between HOMO and LUMO (alpha / beta) = 5.06 / 5.12 eV